No. 1
A structure of composition C6H11Cl4CrNdO2 at a distorted geometry. Source: OMol25; level of theory: ωB97M-V/def2-TZVPD.

Output
- DFT total energy: -104278.3102 eV
- Expectation value of S²: 15.799
- Net charge: -2
- Multiplicity: 8
- Strongest force on any atom: 3.37 eV/Å

Last column: Löwdin charge in e.
Cartesian coordinates (Å):
Nd -2.5402 0.4265 0.1325  1.176
Cl -0.1822 1.1840 1.2635  0.008
C -3.0580 -1.2208 1.6442  -0.405
C -3.1779 2.5820 -0.2592  -0.406
H -4.0799 -0.9750 1.3826  -0.092
H -2.5724 -2.0153 1.1140  -0.069
H -2.5984 -0.7448 2.4962  -0.072
H -4.1834 2.1828 -0.2143  -0.089
H -2.7142 2.6841 -1.2194  -0.065
H -2.7387 3.0099 0.6263  -0.075
Cr 0.4713 -0.1103 -0.6450  0.201
C 1.7629 0.9575 -1.7823  -0.266
C -1.1334 -0.3969 -1.7156  -0.542
H 1.3395 1.0884 -2.7797  -0.052
H 1.9798 1.9296 -1.3245  -0.038
H 2.6922 0.3721 -1.8281  -0.041
H -1.6616 0.3386 -2.4096  -0.099
H -1.6183 -1.4111 -1.5397  -0.108
Cl 4.6672 -3.0622 1.1465  0.556
C 3.9429 -1.4746 1.3437  -1.498
Cl 3.4877 -1.1978 3.0497  0.547
Cl 5.0703 -0.1997 0.7944  0.546
C 2.5856 -1.3548 0.4438  -0.759
O 2.2400 -2.3614 -0.2529  -0.065
O 2.0192 -0.2310 0.5329  -0.293



No. 2
A structure of composition C23H32AuN4O6. Source: OMol25; level of theory: ωB97M-V/def2-TZVPD.

Output
- DFT total energy: -46301.0512 eV
- Expectation value of S²: 2.045
- Energy above the lowest of the compared OMol25 structures with the same formula, charge and spin: 11.5 kcal per mole
- Net charge: +1
- Multiplicity: 3
- Strongest force on any atom: 0.76 eV/Å

Last column: Löwdin charge in e.
Cartesian coordinates (Å):
Au 0.0119 0.8470 0.2155  1.220
C -3.4606 -1.8820 -2.0342  0.008
C -2.6929 -0.6413 -1.6838  -0.348
O -2.0310 -0.5825 -0.6676  0.046
C -2.7783 0.5451 -2.5998  -0.041
C -3.8323 0.6556 -3.4685  0.007
C -3.9899 1.7710 -4.3164  0.004
C -3.0516 2.8060 -4.3178  -0.038
C -1.9711 2.7313 -3.4843  0.048
C -1.7767 1.6088 -2.5837  -0.297
O -0.7380 1.5965 -1.8851  -0.021
H -3.1267 -2.6829 -1.3799  0.090
H -3.3190 -2.1630 -3.0771  0.101
H -4.5286 -1.7237 -1.8726  0.101
H -4.5781 -0.1257 -3.5120  0.120
H -4.8448 1.8148 -4.9764  0.123
H -3.1803 3.6493 -4.9818  0.122
H -1.2045 3.4933 -3.4645  0.121
N 0.9060 1.2969 3.0833  0.033
C 1.9298 1.2941 3.9510  -0.056
C 3.0934 1.2401 3.2162  -0.034
C 2.6766 1.1899 1.8818  -0.110
N 1.3537 1.2420 1.8240  -0.092
H -0.0834 1.1604 3.2542  0.137
H 1.7515 1.3292 5.0116  0.130
H 4.1012 1.2324 3.5885  0.106
H 3.2532 1.1140 0.9754  0.122
C -1.4151 3.9945 0.8081  -0.060
C -0.3404 4.2585 -0.2174  -0.265
O 0.6738 3.2678 -0.0684  -0.280
C 1.7587 3.4021 -0.9970  -0.265
C 2.7769 4.4209 -0.5329  -0.057
H -2.2307 4.7101 0.7033  0.087
H -1.0170 4.0815 1.8190  0.083
H -1.8396 2.9931 0.6900  0.061
H 0.0972 5.2505 -0.0746  0.125
H -0.7412 4.2113 -1.2358  0.101
H 1.3543 3.6505 -1.9832  0.118
H 2.2098 2.4108 -1.0750  0.108
H 2.3560 5.4242 -0.4768  0.075
H 3.6132 4.4553 -1.2314  0.087
H 3.1639 4.1544 0.4506  0.078
C 2.7353 -4.6248 2.4977  -0.073
C 2.3177 -3.2909 1.8980  -0.154
C 1.0566 -3.3466 0.9783  -0.300
C 1.2091 -4.3915 -0.1293  -0.172
C 0.0456 -4.3960 -1.1123  -0.068
C -0.1260 -3.6974 1.8669  -0.392
O -0.4486 -4.8273 2.1327  0.127
N -0.7834 -2.6258 2.4565  0.222
C -0.7062 -1.3147 2.0386  -0.549
O -1.3240 -0.4243 2.6089  0.019
N 0.1042 -1.0597 0.9741  0.014
C 0.9532 -1.9540 0.3819  -0.464
O 1.6366 -1.5975 -0.5590  0.064
H 3.5312 -4.4676 3.2251  0.081
H 3.1178 -5.3040 1.7376  0.080
H 1.9098 -5.1218 3.0058  0.078
H 3.1193 -2.8828 1.2786  0.125
H 2.1342 -2.5642 2.6969  0.120
H 1.2921 -5.3683 0.3440  0.117
H 2.1462 -4.1883 -0.6494  0.130
H -0.8934 -4.6278 -0.6060  0.077
H 0.1941 -5.1548 -1.8795  0.081
H -0.0515 -3.4335 -1.6181  0.070
H -1.4788 -2.8387 3.1577  0.171



No. 3
A cluster of 8 separate species, C26H62N6O10 in total at a distorted geometry. Source: OMol25; level of theory: ωB97M-V/def2-TZVPD.

Output
- DFT total energy: -57384.4699 eV
- Energy above the lowest of the compared OMol25 structures with the same formula, charge and spin: 0.0 kcal per mole
- SMILES: CNC(C)=O.CNC(C)=O.CNC(C)=O.CNC(C)=O.CNC(C)=O.CNC(C)=O.COCCOC.COCCOC
- Strongest force on any atom: 1.11 eV/Å

Last column: Löwdin charge in e.
Cartesian coordinates (Å):
C -3.0301 -1.9667 -2.9982  -0.121
O -3.1330 -1.5054 -1.6776  -0.217
C -3.3501 -2.5919 -0.7933  -0.200
C -3.6282 -2.0815 0.5932  -0.237
O -2.5725 -1.2850 1.0162  -0.184
C -2.8658 -0.6081 2.2225  -0.080
H -2.3246 -2.7921 -3.1128  0.093
H -2.7430 -1.1428 -3.6549  0.082
H -4.0281 -2.2364 -3.3751  0.095
H -2.4356 -3.2059 -0.7567  0.135
H -4.1677 -3.2474 -1.1183  0.132
H -3.7570 -2.9710 1.2340  0.135
H -4.5924 -1.5463 0.6164  0.133
H -1.9932 -0.0534 2.5470  0.062
H -3.1323 -1.3030 3.0298  0.096
H -3.7137 0.0708 2.0694  0.097
C -1.0704 -0.7214 5.9649  -0.095
O -1.4495 0.3362 5.1051  -0.210
C -1.8155 1.5153 5.7756  -0.218
C -1.7739 2.6902 4.8360  -0.228
O -2.6410 2.5213 3.7539  -0.176
C -2.6959 3.6591 2.9376  -0.117
H -1.9376 -1.1317 6.5002  0.089
H -0.3501 -0.3758 6.7172  0.088
H -0.6201 -1.4973 5.3519  0.088
H -1.1052 1.7280 6.5917  0.128
H -2.7907 1.3833 6.2711  0.133
H -0.7173 2.7778 4.5388  0.128
H -2.0142 3.5622 5.4668  0.133
H -3.1002 4.5210 3.4868  0.092
H -3.3761 3.4354 2.1203  0.083
H -1.7013 3.9339 2.5653  0.090
C 0.3786 -0.5087 -1.5406  0.024
C -0.1543 0.8617 -1.1976  -0.518
O 0.5591 1.8754 -1.1650  -0.016
N -1.4441 0.8765 -0.8460  0.043
C -2.1814 2.0694 -0.4744  -0.033
H 1.4602 -0.5396 -1.4561  0.070
H -0.0351 -0.8798 -2.4748  0.082
H 0.0543 -1.1878 -0.7404  0.090
H -1.9460 -0.0005 -0.8832  0.091
H -3.1885 2.0065 -0.8815  0.068
H -1.7370 2.9498 -0.9360  0.095
H -2.1984 2.2070 0.6061  0.050
C 4.9914 -3.8152 0.4892  0.010
C 4.2020 -2.6212 0.9562  -0.554
O 3.1725 -2.2747 0.3963  0.013
N 4.7459 -1.9301 1.9895  0.018
C 4.0402 -0.8430 2.6491  -0.071
H 5.7679 -3.4971 -0.2129  0.093
H 4.3734 -4.5257 -0.0529  0.062
H 5.4985 -4.3193 1.3154  0.080
H 5.4242 -2.4233 2.5425  0.126
H 3.9750 -1.0708 3.7182  0.089
H 3.0113 -0.7855 2.3197  0.072
H 4.5213 0.1244 2.5499  0.073
C -4.9971 0.9068 -3.0855  -0.004
C -5.1874 2.3815 -3.3076  -0.550
O -4.4150 3.2008 -2.8455  0.042
N -6.2778 2.7270 -4.0384  -0.004
C -6.6407 4.1002 -4.3005  -0.069
H -3.9823 0.6311 -3.3589  0.068
H -5.7053 0.3170 -3.6721  0.078
H -5.1146 0.6080 -2.0440  0.086
H -6.9803 2.0317 -4.2138  0.127
H -5.8098 4.7474 -4.0513  0.081
H -7.5128 4.3912 -3.7079  0.084
H -6.9279 4.1950 -5.3482  0.081
C 4.5511 0.7469 -0.3906  -0.004
C 4.5438 1.7394 -1.5308  -0.551
O 5.5958 2.1445 -2.0152  0.017
N 3.3246 2.0927 -2.0067  0.006
C 3.1325 3.0454 -3.0649  -0.076
H 5.5506 0.7563 0.0396  0.088
H 4.3289 -0.2661 -0.7191  0.071
H 3.8290 1.0229 0.3804  0.059
H 2.4811 1.7036 -1.5921  0.081
H 4.1099 3.3478 -3.4342  0.078
H 2.6398 3.9398 -2.6703  0.078
H 2.5270 2.6358 -3.8705  0.079
C 0.4171 1.3229 2.3050  0.003
C 1.6524 2.1881 2.3089  -0.554
O 2.4157 2.2245 3.2712  0.021
N 1.8192 2.9873 1.2403  0.018
C 2.9707 3.8709 1.1242  -0.057
H 0.4536 0.4859 1.5972  0.085
H -0.4954 1.8756 2.0546  0.060
H 0.1934 0.8531 3.2616  0.069
H 1.1220 2.9493 0.5104  0.096
H 3.0136 4.5936 1.9332  0.083
H 2.8500 4.4062 0.1806  0.083
H 3.8871 3.2889 1.0384  0.076
C 4.4372 -6.6514 -4.0565  -0.005
C 3.6576 -6.1018 -2.8852  -0.552
O 3.6596 -6.6653 -1.8001  0.026
N 3.0133 -4.9203 -3.1083  0.004
C 2.1747 -4.2696 -2.1222  -0.072
H 4.0443 -7.6371 -4.2994  0.085
H 5.4756 -6.7907 -3.7603  0.084
H 4.4094 -5.9981 -4.9274  0.070
H 3.2554 -4.4067 -3.9362  0.124
H 1.1256 -4.3335 -2.4303  0.079
H 2.4585 -3.2342 -1.9670  0.067
H 2.2618 -4.8043 -1.1804  0.076



No. 4
The molecule C4H7ClN2 at a distorted geometry. Source: OMol25; level of theory: ωB97M-V/def2-TZVPD.

Output
- DFT total energy: -19762.2381 eV
- Energy above the lowest of the compared OMol25 structures with the same formula, charge and spin: 57.5 kcal per mole
- SMILES: C/C=C(Cl)\C=N/N
- Strongest force on any atom: 3.58 eV/Å

Last column: Löwdin charge in e.
Cartesian coordinates (Å):
C -1.0576 -1.1129 -0.8009  -0.111
C 0.4198 -1.0976 -0.7868  -0.198
C 1.0744 -0.4736 0.2389  -0.666
C 0.4532 0.3123 1.4409  -0.197
H -1.4978 -0.1376 -0.5605  0.057
H -1.3103 -1.8167 0.0237  0.094
H -1.3780 -1.5333 -1.8092  0.097
H 0.9623 -1.6549 -1.5033  0.085
H 0.7422 -0.0429 2.4145  0.090
H 0.1332 1.7007 -0.6458  0.102
H -0.6519 2.9242 0.1925  0.081
N -0.1715 1.4333 1.3518  -0.052
N -0.5345 1.9237 0.1224  -0.009
Cl 2.8164 -0.4246 0.3218  0.627



Please write out number 1 again, unchanged.
A structure of composition C6H11Cl4CrNdO2 at a distorted geometry. Source: OMol25; level of theory: ωB97M-V/def2-TZVPD.

Output
- DFT total energy: -104278.3102 eV
- Expectation value of S²: 15.799
- Net charge: -2
- Multiplicity: 8
- Strongest force on any atom: 3.37 eV/Å

Last column: Löwdin charge in e.
Cartesian coordinates (Å):
Nd -2.5402 0.4265 0.1325  1.176
Cl -0.1822 1.1840 1.2635  0.008
C -3.0580 -1.2208 1.6442  -0.405
C -3.1779 2.5820 -0.2592  -0.406
H -4.0799 -0.9750 1.3826  -0.092
H -2.5724 -2.0153 1.1140  -0.069
H -2.5984 -0.7448 2.4962  -0.072
H -4.1834 2.1828 -0.2143  -0.089
H -2.7142 2.6841 -1.2194  -0.065
H -2.7387 3.0099 0.6263  -0.075
Cr 0.4713 -0.1103 -0.6450  0.201
C 1.7629 0.9575 -1.7823  -0.266
C -1.1334 -0.3969 -1.7156  -0.542
H 1.3395 1.0884 -2.7797  -0.052
H 1.9798 1.9296 -1.3245  -0.038
H 2.6922 0.3721 -1.8281  -0.041
H -1.6616 0.3386 -2.4096  -0.099
H -1.6183 -1.4111 -1.5397  -0.108
Cl 4.6672 -3.0622 1.1465  0.556
C 3.9429 -1.4746 1.3437  -1.498
Cl 3.4877 -1.1978 3.0497  0.547
Cl 5.0703 -0.1997 0.7944  0.546
C 2.5856 -1.3548 0.4438  -0.759
O 2.2400 -2.3614 -0.2529  -0.065
O 2.0192 -0.2310 0.5329  -0.293